# C3H5NO

An isolated molecule of C3H5NO (the ωB97M-V functional and the def2-TZVPD basis, the OMol25 dataset).

Cartesian coordinates (Å):
1 O 2.102558 -0.854950 0.423944
2 C 1.499520 0.175632 0.229926
3 N 0.320153 0.263407 -0.497596
4 C -0.982742 0.623470 0.040316
5 C -0.654721 -0.780305 -0.371402
6 H 1.871843 1.163278 0.551671
7 H -1.063617 0.818020 1.112907
8 H -1.569425 1.276820 -0.607596
9 H -1.024559 -1.180484 -1.308740
10 H -0.499013 -1.504885 0.426567

Atomic forces in eV per Å
O -0.3079 0.5268 -0.0616
C 0.1470 -0.1031 0.0310
N 0.3496 -0.2469 0.2576
C 0.0629 0.1948 0.0380
C -0.3381 -0.1305 -0.1442
H 0.0154 -0.0887 0.0226
H 0.0625 -0.0374 -0.3160
H 0.0922 -0.2589 0.2316
H -0.1088 0.0293 0.1294
H 0.0253 0.1145 -0.1884

Computed properties:
Maximum force: 0.6 eV/A
HOMO energy: -9.999 eV
E_LUMO: 0.0351 hartree
Gap between HOMO and LUMO: 10.95 eV
2S+1: 1
SMILES: O=CN1CC1
Calculated total energy: -247.25958 Ha
Molar mass: 71.1 g/mol
Energy relative to the best compared isomer or geometry (same formula, charge and spin): 1.297 eV

---

# CuH34O21S

A structure of composition CuH34O21S at a distorted geometry (the ωB97M-V functional and the def2-TZVPD basis, the OMol25 dataset).

Cartesian coordinates (Å):
1 Cu 0.286900 -2.745066 0.687475
2 S -0.348410 0.178962 -0.061380
3 O -0.014468 0.013332 -1.450320
4 O -0.096789 -1.083271 0.548938
5 O 0.391531 1.192641 0.617839
6 O -1.761089 0.414856 0.070611
7 O 1.788873 -3.098333 1.797624
8 H 1.792621 -3.129882 2.731598
9 H 2.383885 -2.356870 1.536919
10 O -1.151615 0.977777 -3.407455
11 H -0.886502 0.687298 -4.331171
12 H -0.587596 0.632430 -2.709713
13 O -0.694665 3.234022 1.812814
14 H -1.578311 3.519357 1.464321
15 H -0.402832 2.605763 1.150330
16 O 0.170253 -0.821773 2.997537
17 H 1.131693 -0.828170 3.067925
18 H 0.024711 -0.985460 2.067507
19 O -3.177913 -1.576127 0.203829
20 H -2.903694 -2.255432 -0.456001
21 H -2.514095 -0.796458 0.177586
22 O 1.897666 2.855430 -0.539938
23 H 1.311651 2.246220 -0.073322
24 H 1.817391 3.411095 0.210202
25 O 3.106999 -0.702657 1.189867
26 H 4.005195 -0.389573 1.199714
27 H 2.779264 0.065955 0.771293
28 O 1.449922 -0.835078 -3.568861
29 H 1.164826 -0.460182 -2.719324
30 H 0.923411 -1.643778 -3.532621
31 O 0.318367 -3.475312 -1.051966
32 H 1.124880 -3.047578 -1.333542
33 H -0.417954 -3.210972 -1.627993
34 O 0.900192 2.763150 -3.322254
35 H 0.775718 2.696804 -2.362519
36 H 0.464269 2.020604 -3.724811
37 O 2.752217 0.567134 -1.662260
38 H 3.563372 1.094457 -1.792579
39 H 2.155724 1.235698 -1.321097
40 O -2.980611 0.926397 2.215569
41 H -2.547315 0.751008 1.353739
42 H -2.818330 0.098011 2.681440
43 O -0.364195 1.541151 4.043222
44 H 0.070934 0.795512 3.661134
45 H -0.452198 2.057797 3.266509
46 O -3.265340 2.145055 -1.052659
47 H -3.614552 2.738716 -0.346740
48 H -2.774310 1.370069 -0.766807
49 O -1.388545 -3.390623 1.235868
50 H -1.882018 -4.217628 1.284732
51 H -2.102618 -2.695209 1.096415
52 O -1.510055 -1.827220 -2.668137
53 H -1.693313 -1.633937 -3.548942
54 H -1.027790 -1.071909 -2.320265
55 O 2.144422 1.425693 2.384750
56 H 2.758407 0.668636 2.537932
57 H 1.501826 1.347467 1.687438

Atomic forces in eV per Å
Cu 1.7125 -3.5304 0.9144
S -0.7109 -1.0489 -0.7650
O 1.2630 0.5819 -1.1321
O -0.3271 2.3710 0.6380
O 0.7472 1.3885 0.1451
O -0.9944 1.1499 -0.5930
O 2.2318 -0.0285 -0.8377
H -0.2266 -0.0085 1.5685
H -0.1872 -0.3465 0.3075
O -1.0615 0.1089 -3.1300
H -0.1783 0.2671 2.1083
H 0.3666 -0.0434 -0.2506
O -1.4086 1.3291 -0.5488
H 1.1387 -0.4042 0.7076
H -0.0355 -0.2537 -0.0702
O 0.6977 -0.5400 1.7259
H -0.1012 0.1294 0.1093
H -0.2731 0.0182 -0.4478
O 0.6239 -1.1693 -0.0222
H -0.3154 1.2737 0.2158
H -1.2179 -1.3570 -0.4730
O -0.0455 0.0236 -0.3654
H -0.4452 -1.2170 -0.7820
H 0.7864 2.3193 0.9714
O 0.9252 -1.4049 0.5740
H 1.2191 -0.6026 0.2327
H -1.7102 1.1894 -1.3334
O -0.6155 -0.7115 0.0779
H 0.8041 0.4138 -0.1415
H 0.0759 -0.1519 -0.5386
O -0.0615 -1.6196 -2.0142
H 0.1613 0.2277 -0.7543
H 0.2499 0.3723 -0.2655
O 0.9237 0.9558 0.2851
H -0.0090 0.0570 -0.4913
H -0.4787 -0.2729 0.1714
O 1.1597 -0.0029 0.3139
H -0.5751 -0.3903 -0.0876
H 0.0003 0.2171 -0.1891
O -0.2029 -0.2702 -0.0797
H -0.4612 0.5146 0.9699
H -0.0426 0.2469 0.2982
O -0.1654 0.2235 1.7523
H 0.2876 -1.1645 0.0527
H -0.6114 1.5129 -0.9822
O -1.1961 1.8440 -0.5650
H 0.7614 -1.4920 -0.5185
H -0.1892 0.4133 0.6870
O -3.3631 -0.5635 0.8400
H 0.2464 -0.0337 0.0657
H 0.4363 -0.3312 0.1887
O 0.3605 -1.7581 2.1761
H -0.6290 0.6259 -2.2349
H -0.0203 0.3511 0.1992
O 2.3458 0.6089 2.0674
H -1.5136 1.0202 -0.6396
H -0.1519 -1.0375 -0.1112

Computed properties:
Maximum force: 4.0 eV/A
HOMO energy: -5.448 eV
E_LUMO: 0.0739 hartree
Gap between HOMO and LUMO: 7.46 eV
2S+1: 1
Calculated total energy: -3639.13248 Ha
Molar mass: 465.9 g/mol
Energy relative to the best compared isomer or geometry (same formula, charge and spin): 1.787 eV
Net charge: -1

---

# C36H36F4N3P2Pt

A structure of composition C36H36F4N3P2Pt (the ωB97M-V functional and the def2-TZVPD basis, the OMol25 dataset).

Cartesian coordinates (Å):
1 Pt -0.439661 -0.658045 0.319307
2 C -2.417442 -3.078620 -1.746584
3 C -2.675342 -2.862926 -0.274660
4 N -1.466377 -2.615028 0.563142
5 C -0.470629 -3.721087 0.421600
6 C -0.972691 -5.124868 0.723716
7 C -1.970444 -2.524649 1.970605
8 C -0.894776 -2.064460 2.923899
9 N -0.177921 -0.965375 2.290443
10 C 0.613618 -0.163524 3.100092
11 C 1.984905 -0.052393 2.865298
12 F 2.533264 -0.711879 1.835261
13 C 2.801158 0.715265 3.675352
14 F 4.112466 0.765635 3.408600
15 C 2.292854 1.407346 4.754144
16 C 0.934161 1.327491 4.991977
17 F 0.394911 2.004899 6.009997
18 C 0.110974 0.568867 4.179695
19 F -1.208706 0.545583 4.432916
20 H -3.371343 -3.214614 -2.256077
21 H -1.811028 -3.962866 -1.946562
22 H -1.937244 -2.208377 -2.182926
23 H -3.194843 -3.729037 0.146196
24 H -3.327313 -1.999725 -0.134030
25 H 0.369790 -3.467675 1.068169
26 H -0.109055 -3.677546 -0.603049
27 H -1.339438 -5.227511 1.744023
28 H -0.141330 -5.820304 0.610622
29 H -1.758793 -5.442090 0.038653
30 H -2.406282 -3.480872 2.264603
31 H -2.769395 -1.781967 1.959813
32 H -0.213256 -2.890874 3.170690
33 H -1.379077 -1.764120 3.857346
34 H 2.936447 1.998533 5.389600
35 N 0.099578 1.586040 -1.477165
36 P 0.012965 -0.062499 -1.850378
37 C -0.794905 -0.175758 -3.464443
38 C -0.636535 -1.344408 -4.211373
39 C -1.179594 -1.439558 -5.479910
40 C -1.875732 -0.364685 -6.021036
41 C -2.024611 0.803116 -5.290171
42 C -1.484086 0.898993 -4.014416
43 C 1.716086 -0.536961 -2.255655
44 C 2.531886 0.327226 -2.982460
45 C 3.827820 -0.043072 -3.301314
46 C 4.314936 -1.281947 -2.903186
47 C 3.507930 -2.146661 -2.180163
48 C 2.212451 -1.771621 -1.852501
49 P -0.078746 1.547396 0.206177
50 C -1.542336 2.484219 0.675432
51 C -2.484976 1.939222 1.542098
52 C -3.593487 2.686410 1.915540
53 C -3.767212 3.967210 1.413827
54 C -2.827102 4.516048 0.549884
55 C -1.710770 3.781976 0.189273
56 C 1.312199 2.441737 0.904315
57 C 2.590979 2.200605 0.398026
58 C 3.677877 2.869568 0.930349
59 C 3.496965 3.774166 1.970419
60 C 2.230326 4.002644 2.485865
61 C 1.134389 3.335408 1.957288
62 H 0.098567 2.387466 -2.090640
63 H -0.064809 -2.175690 -3.813011
64 H -1.050419 -2.347695 -6.053217
65 H -2.296576 -0.438600 -7.014790
66 H -2.562496 1.642976 -5.708751
67 H -1.634979 1.810946 -3.449050
68 H 2.158621 1.295008 -3.297713
69 H 4.459264 0.633259 -3.861976
70 H 5.328102 -1.568346 -3.151810
71 H 3.890945 -3.105796 -1.857976
72 H 1.599229 -2.430226 -1.256301
73 H -2.335900 0.941999 1.937933
74 H -4.319648 2.268499 2.599738
75 H -4.634929 4.546121 1.701018
76 H -2.960932 5.519151 0.167593
77 H -0.965776 4.225857 -0.462668
78 H 2.735167 1.484385 -0.403487
79 H 4.669447 2.679850 0.541694
80 H 4.349600 4.296674 2.383395
81 H 2.091255 4.699899 3.301186
82 H 0.147792 3.516272 2.362606

Atomic forces in eV per Å
Pt -0.0789 -0.0943 -0.1580
C 0.0248 -0.0054 0.0177
C 0.0146 0.0839 0.0237
N 0.1053 -0.0824 0.0767
C 0.0287 0.1004 0.0476
C -0.0200 0.0052 0.0156
C 0.0798 0.1528 -0.0849
C 0.0666 0.0339 -0.0611
N -0.4591 -0.0502 -0.0001
C 0.0414 -0.0307 0.0116
C 0.1083 0.0445 0.0436
F -0.0004 -0.0169 0.0030
C 0.0232 -0.0336 -0.0418
F -0.0131 0.0037 0.0079
C -0.0653 0.0146 0.0301
C 0.0700 -0.0538 -0.0818
F -0.0308 0.0256 0.0331
C 0.0209 0.0219 0.0489
F -0.0003 -0.0302 -0.0221
H -0.0050 -0.0047 0.0045
H -0.0109 0.0153 -0.0011
H 0.0396 0.0120 -0.0423
H -0.0330 0.0167 -0.0045
H 0.0267 -0.0045 -0.0243
H 0.0086 0.0032 -0.0009
H 0.0550 0.0038 -0.0515
H 0.0103 -0.0217 0.0010
H 0.0075 0.0082 -0.0094
H 0.0029 -0.0079 0.0095
H 0.0105 0.0105 0.0656
H -0.0164 0.0044 -0.0345
H 0.0178 0.0176 0.0062
H -0.0031 -0.0194 0.0169
H -0.0076 0.0037 0.0006
N -0.2906 0.0298 0.2043
P 0.1992 -0.0654 -0.0620
C 0.0208 0.0747 -0.0150
C 0.0904 -0.0032 -0.0272
C -0.0264 0.0168 -0.0008
C 0.0060 0.0009 0.0161
C 0.0020 -0.0299 -0.0053
C -0.2209 0.0258 0.0905
C -0.0481 -0.1730 0.0115
C -0.0203 0.0038 -0.0712
C -0.0260 0.0374 -0.0043
C -0.0047 -0.0317 0.0155
C 0.0346 0.0065 -0.0061
C 0.0790 0.0996 0.0219
P 0.0003 0.0916 -0.0970
C 0.0015 -0.0188 0.0319
C 0.0690 -0.0089 0.0189
C -0.0105 0.0232 -0.0035
C -0.0135 -0.0211 0.0223
C 0.0241 0.0140 -0.0191
C 0.0098 -0.0255 -0.0385
C -0.0105 -0.0324 0.0056
C 0.0005 -0.0540 -0.0167
C 0.0285 0.0001 -0.0028
C -0.0157 -0.0056 -0.0040
C 0.0050 -0.0131 -0.0115
C 0.0110 0.0254 -0.0015
H 0.1919 -0.0155 0.0027
H -0.0152 0.0202 0.0065
H -0.0027 -0.0005 -0.0003
H 0.0043 0.0011 -0.0020
H 0.0023 0.0014 -0.0043
H 0.0282 -0.0269 0.0202
H 0.0039 -0.0018 -0.0153
H -0.0013 0.0037 0.0018
H -0.0010 -0.0014 -0.0025
H -0.0050 0.0013 -0.0003
H -0.0871 -0.0820 0.0721
H -0.0081 -0.0171 -0.0017
H 0.0041 -0.0077 -0.0018
H -0.0001 -0.0012 0.0010
H 0.0034 -0.0031 0.0001
H -0.0046 0.0035 0.0016
H -0.0050 0.0163 0.0082
H -0.0029 0.0044 0.0009
H 0.0061 -0.0021 0.0029
H -0.0024 0.0058 0.0033
H -0.0218 0.0084 0.0090

Computed properties:
Maximum force: 0.5 eV/A
HOMO energy: -10.275 eV
E_LUMO: -0.0909 hartree
Gap between HOMO and LUMO: 7.80 eV
2S+1: 1
Calculated total energy: -2759.05781 Ha
Molar mass: 843.7 g/mol
Energy relative to the best compared isomer or geometry (same formula, charge and spin): 0.000 eV
Net charge: +1